# 1
An isolated molecule of C3H2O2S, computed with the ωB97M-V functional and the def2-TZVPD basis.

SMILES: S=c1occo1
Total charge: 0

The geometry in XYZ format:
```
8
Properties=species:S:1:pos:R:3:forces:R:3:lowdin_charge:R:1
C -1.267023 0.016410 -0.101515 1.974 1.626 -0.893 -0.8822
C 0.844942 -0.711952 -0.031366 3.446 -0.657 1.673 -0.1012
C 0.953476 0.646045 -0.105465 -0.760 0.140 1.619 -0.0610
H 1.562510 -1.605584 0.514982 -2.178 2.904 -2.412 0.2093
H 1.599432 1.563118 0.132517 -0.405 -2.303 -0.604 0.1632
O -0.456627 -1.025764 -0.245018 -0.676 -2.087 0.899 -0.0266
O -0.357877 1.094105 -0.130481 -1.825 0.165 -0.304 -0.0440
S -2.878831 0.023624 -0.033658 0.424 0.211 0.023 0.7426
```
Forces are in eV/Å.

***

# 2
An isolated molecule of C3H2O2S2, computed with the ωB97M-V functional and the def2-TZVPD basis.

Total charge: 0

The geometry in XYZ format:
```
9
Properties=species:S:1:pos:R:3:forces:R:3:lowdin_charge:R:1
C -1.171285 -0.783763 -0.069233 1.086 0.200 0.960 -0.4322
C -0.993678 0.549144 0.172690 -2.279 -0.212 -0.646 -0.3339
C 1.442307 -0.446800 0.141371 0.665 -1.333 -0.436 -0.8015
O 2.621090 -0.626589 0.090989 -0.553 0.677 0.205 0.0059
O 1.152223 2.057810 -0.782479 -0.255 -0.079 -0.040 -0.4982
S 0.318451 -1.842831 -0.087958 -0.989 1.498 0.033 0.9302
S 0.703211 1.264315 0.372234 -1.106 -0.704 0.163 0.9234
H -2.111535 -1.405572 -0.086954 0.933 1.266 -0.123 0.0842
H -1.960780 1.234284 0.249344 2.498 -1.312 -0.115 0.1221
```
Forces are in eV/Å.

***

# 3
An isolated molecule of C3H2O3, computed with the ωB97M-V functional and the def2-TZVPD basis.

SMILES: O=C[C@H]1OC1=O
Total charge: 0

The geometry in XYZ format:
```
8
Properties=species:S:1:pos:R:3:forces:R:3:lowdin_charge:R:1
O 2.137521 0.497917 -0.898682 -0.624 0.253 0.262 0.1804
C 1.111758 0.644782 -0.322361 0.542 -0.111 -0.283 -0.4540
O -0.079703 -1.587118 1.009349 -0.470 0.253 -0.341 0.0991
C -0.746161 -0.927614 0.252097 0.278 -0.320 0.374 -0.1954
C -0.329837 0.459417 -0.137316 -0.098 -0.023 -0.034 -0.0645
O 0.639220 1.065464 0.831068 0.172 0.087 0.039 0.1573
H -1.665319 -1.318436 -0.218768 0.030 0.041 0.003 0.1297
H -1.067478 1.165587 -0.515388 0.169 -0.180 -0.019 0.1475
```
Forces are in eV/Å.

***

Which relative energy (zero: lowest compared OMol25 entry of this formula, charge and spin) belongs to each record? In order, 41.86, 50.78, 41.69 kcal/mol.
Which E_HOMO belongs to each record? In order, -8.93, -9.57, -10.79 eV.
Which orbital gap belongs to each record? In order, 0.3523, 0.3313, 0.3924 Ha.